[1]
18
Properties=species:S:1:pos:R:3:forces:R:3:lowdin_charge:R:1 method="wB97M-V/def2-TZVPD" total_energy_ha=-629.04299 relative_energy_kcal_mol=85.7
C 0.023984 2.637204 0.010202 -0.77 0.77 -0.62 -0.395
C -0.223252 1.601794 -1.088706 -0.28 -0.43 0.25 -0.559
S -1.863745 0.532791 -0.697787 3.75 -0.62 -3.83 0.468
N 0.146524 2.151075 1.386036 0.09 -0.69 -1.08 -0.012
H -0.889691 3.255783 -0.109396 0.39 0.06 0.66 0.101
H 0.852477 3.322067 -0.244619 -0.12 -0.51 0.01 0.113
H 0.593783 0.873615 -1.269006 -0.47 0.48 0.38 0.032
H -0.444150 2.131050 -2.026026 0.05 -0.28 0.28 0.047
H 1.042550 1.642402 1.433101 -0.54 0.21 0.19 0.076
H -0.572005 1.418901 1.379450 0.30 0.01 0.82 0.015
C -0.131107 -2.919927 0.824785 0.62 -1.63 -1.10 -0.197
N 1.174653 -2.303946 0.391804 -1.99 0.74 -0.64 -0.082
H -0.945755 -2.217310 0.645367 0.06 -0.18 -0.07 0.025
H -0.290131 -3.909844 0.247790 -0.22 1.56 0.75 0.087
H -0.148297 -3.200549 1.868819 0.25 0.13 0.35 0.046
H 1.745212 -3.041944 -0.001423 0.09 0.17 -0.12 0.039
H -0.900343 -0.267978 -2.349128 -2.36 0.94 2.95 0.154
H 0.829292 -1.705182 -0.401262 1.16 -0.74 0.82 0.040



[2]
18
Properties=species:S:1:pos:R:3:forces:R:3:lowdin_charge:R:1 method="wB97M-V/def2-TZVPD" smiles=CSC.NCN total_energy_ha=-629.16799 relative_energy_kcal_mol=7.2
C 1.541072 -0.351301 -6.724377 0.87 -0.35 0.44 -0.432
S 1.520723 -1.022318 -5.027047 -0.26 0.37 -0.18 0.707
C 2.253258 0.404301 -4.162234 -0.15 0.01 -0.84 -0.422
H 0.938563 -0.982061 -7.366373 -0.03 -0.11 -0.05 0.024
H 2.585495 -0.355296 -7.044852 -0.19 -0.06 -0.30 0.030
H 1.194552 0.668839 -6.764638 -0.38 0.26 0.12 0.023
H 2.179477 1.263395 -4.828783 -0.04 0.03 0.04 0.025
H 1.655814 0.627877 -3.292553 0.13 -0.07 0.43 0.020
H 3.306476 0.248569 -3.961666 0.04 -0.08 0.34 0.026
N -2.599145 0.969336 5.480106 0.04 0.38 0.36 -0.019
C -1.395438 0.176142 5.339807 0.33 0.61 0.27 -0.396
N -1.470356 -1.265187 5.458405 -0.06 -0.27 -0.40 -0.017
H -3.309711 0.892637 4.767009 0.11 -0.27 0.11 0.054
H -2.983846 0.969821 6.421037 -0.02 -0.13 -0.45 0.061
H -0.923891 0.410458 4.382461 -0.33 -0.07 -0.17 0.099
H -0.680975 0.599042 6.060185 -0.14 -0.49 0.08 0.106
H -1.581677 -1.650366 6.386537 -0.10 0.38 0.08 0.054
H -2.230393 -1.603889 4.876977 0.16 -0.13 0.12 0.058



[3]
18
Properties=species:S:1:pos:R:3:forces:R:3:lowdin_charge:R:1 method="wB97M-V/def2-TZVPD" smiles=CSC.NCN total_energy_ha=-629.17056 relative_energy_kcal_mol=5.6
C -1.673670 0.956421 -1.011534 -0.02 0.21 0.10 -0.440
S -1.359526 1.926956 0.473800 -0.45 0.18 0.05 0.713
C -0.051914 2.955357 -0.185261 0.13 -0.04 -0.54 -0.450
H -2.169916 1.539140 -1.784699 0.30 0.23 -0.14 0.032
H -0.713804 0.558543 -1.340908 -0.22 -0.16 -0.25 0.018
H -2.375222 0.163495 -0.784287 0.11 -0.32 0.28 0.026
H 0.305373 3.632193 0.579635 0.01 0.07 0.16 0.027
H -0.338640 3.521280 -1.071083 -0.39 0.20 0.14 0.035
H 0.761554 2.331598 -0.528927 0.43 -0.29 0.20 0.022
N 1.124077 -3.055592 0.119723 0.24 -0.15 0.10 -0.007
C 0.608608 -1.703852 0.112786 -0.45 0.69 0.22 -0.393
N 0.660747 -0.938027 1.373550 0.00 -0.71 -0.67 -0.004
H 0.818019 -3.532147 0.961588 -0.19 -0.08 -0.10 0.060
H 2.135436 -3.056899 0.179139 0.07 0.08 -0.13 0.058
H -0.451906 -1.719687 -0.136007 -0.07 -0.24 -0.14 0.092
H 1.075885 -1.125930 -0.683252 0.29 -0.10 0.01 0.099
H 1.603150 -0.988693 1.742417 -0.01 0.03 0.24 0.056
H 0.041749 -1.464155 1.983321 0.22 0.38 0.48 0.058



[4]
18
Properties=species:S:1:pos:R:3:forces:R:3:lowdin_charge:R:1 method="wB97M-V/def2-TZVPD" smiles=CSC.NCN total_energy_ha=-629.13725 relative_energy_kcal_mol=26.5
C -1.442697 0.280484 -3.869927 -1.95 0.16 2.45 -0.367
S -3.295026 0.387866 -4.380146 1.07 -0.28 0.93 0.655
C -4.084829 -0.835113 -3.227315 -1.55 1.86 -0.49 -0.444
H -1.423161 -0.450262 -3.007962 -0.01 1.00 -0.69 0.038
H -1.067875 -0.263942 -4.671488 1.41 -0.31 -1.44 -0.030
H -0.931842 1.248713 -3.551929 -0.91 -1.31 -0.84 0.054
H -4.080754 -0.385894 -2.199968 -0.13 -0.75 -0.90 0.038
H -3.655706 -1.810406 -3.286660 0.48 -0.53 0.07 0.007
H -5.157853 -0.908835 -3.645732 1.59 0.16 0.90 0.050
N 1.880856 -0.068688 4.347027 1.15 -2.62 -2.65 0.011
C 2.548873 0.125318 3.062213 1.01 -3.10 0.37 -0.361
N 3.801822 0.853211 2.934133 -0.04 -0.85 0.00 -0.010
H 2.474941 -0.594780 4.926058 0.66 -0.81 0.91 0.040
H 1.528109 0.633939 4.854224 -1.49 3.66 1.71 0.002
H 1.816014 0.376401 2.312960 0.02 0.63 -0.27 0.093
H 2.844535 -0.976456 2.825680 -0.54 1.78 0.01 0.127
H 4.540058 0.559725 3.576028 -0.55 -0.08 -0.22 0.067
H 3.704530 1.828722 3.002795 -0.21 1.38 0.14 0.032



Copy entry 3 word for word.
18
Properties=species:S:1:pos:R:3:forces:R:3:lowdin_charge:R:1 method="wB97M-V/def2-TZVPD" smiles=CSC.NCN total_energy_ha=-629.17056 relative_energy_kcal_mol=5.6
C -1.673670 0.956421 -1.011534 -0.02 0.21 0.10 -0.440
S -1.359526 1.926956 0.473800 -0.45 0.18 0.05 0.713
C -0.051914 2.955357 -0.185261 0.13 -0.04 -0.54 -0.450
H -2.169916 1.539140 -1.784699 0.30 0.23 -0.14 0.032
H -0.713804 0.558543 -1.340908 -0.22 -0.16 -0.25 0.018
H -2.375222 0.163495 -0.784287 0.11 -0.32 0.28 0.026
H 0.305373 3.632193 0.579635 0.01 0.07 0.16 0.027
H -0.338640 3.521280 -1.071083 -0.39 0.20 0.14 0.035
H 0.761554 2.331598 -0.528927 0.43 -0.29 0.20 0.022
N 1.124077 -3.055592 0.119723 0.24 -0.15 0.10 -0.007
C 0.608608 -1.703852 0.112786 -0.45 0.69 0.22 -0.393
N 0.660747 -0.938027 1.373550 0.00 -0.71 -0.67 -0.004
H 0.818019 -3.532147 0.961588 -0.19 -0.08 -0.10 0.060
H 2.135436 -3.056899 0.179139 0.07 0.08 -0.13 0.058
H -0.451906 -1.719687 -0.136007 -0.07 -0.24 -0.14 0.092
H 1.075885 -1.125930 -0.683252 0.29 -0.10 0.01 0.099
H 1.603150 -0.988693 1.742417 -0.01 0.03 0.24 0.056
H 0.041749 -1.464155 1.983321 0.22 0.38 0.48 0.058